(1)
This record from the Open Molecules 2025 dataset describes a structure of composition C3H12N4O. The level of theory is wB97M-V/def2-TZVPD.

XYZ file:
```
20
C3H12N4O wB97M-V/def2-TZVPD
C 1.65 0.15 0.18
N 1.41 1.59 0.25
N 0.80 -0.41 -1.08
N 3.04 -0.03 -0.22
O 1.23 -0.50 1.24
H -0.15 -0.49 1.40
H 1.59 2.07 -0.62
H 0.48 1.78 0.58
H 3.29 -0.99 -0.01
H 1.10 0.03 -1.95
H 1.02 -1.40 -1.16
H 3.60 0.55 0.40
C -3.13 -0.21 -0.29
C -1.68 -0.32 0.03
N -1.30 -0.45 1.25
H -1.98 -0.46 2.01
H -0.46 -0.34 -0.76
H -3.41 -1.02 -0.98
H -3.32 0.72 -0.83
H -3.79 -0.26 0.58
```

Calculated values
HOMO ... -8.32 eV
Calculated total energy ... -11312.0534 eV

Want to see where the charge sits? The Mulliken charges in e are: 0.349 -0.588 -0.446 -0.679 -0.857 0.380 0.244 0.236 0.299 0.289 0.294 0.281 -1.060 0.078 -0.236 0.200 0.375 0.255 0.248 0.337



(2)
This record from the Open Molecules 2025 dataset describes a cluster of 2 separate species, C3H12N5 in total. The level of theory is wB97M-V/def2-TZVPD.

XYZ file:
```
20
C3H12N5 wB97M-V/def2-TZVPD
C 2.03 -0.20 0.18
C -1.14 -1.66 -0.30
C -1.29 -0.30 0.22
N 3.36 -0.07 0.13
N -1.22 0.13 1.47
N -1.58 1.93 -0.33
N -1.65 0.60 -0.65
N 0.97 0.38 -0.17
H 1.72 -1.25 0.39
H -0.44 -1.77 -1.05
H -1.96 -2.10 -0.74
H -0.72 -2.34 0.44
H 3.76 -0.89 0.70
H 3.92 0.45 -0.57
H -0.83 -0.58 2.16
H -1.07 1.23 1.47
H -2.51 2.44 -0.31
H -0.86 2.41 -0.86
H -1.63 0.28 -1.68
H 1.13 1.30 -0.51
```

Calculated values
HOMO ... -13.19 eV
Charge ... +1
Calculated total energy ... -10748.2536 eV

Want to see where the charge sits? The Mulliken charges in e are: 0.130 -1.633 0.730 -0.409 -0.298 -0.667 0.010 -0.316 0.086 0.515 0.410 0.367 0.284 0.246 0.309 0.409 0.230 0.228 0.266 0.102



(3)
This record from the Open Molecules 2025 dataset describes a structure of composition C3H12N6O3Sn. The level of theory is wB97M-V/def2-TZVPD.

XYZ file:
```
25
C3H12N6O3Sn wB97M-V/def2-TZVPD
Sn 0.07 1.13 -0.80
C 2.67 -1.00 1.67
O 2.05 -0.28 0.87
N 3.29 -2.00 1.29
N 2.76 -0.90 3.00
H 3.31 -2.31 0.33
H 3.82 -2.56 1.94
H 2.28 -0.33 3.68
H 3.35 -1.64 3.35
C -2.36 4.02 -0.54
O -2.29 2.80 -0.53
N -3.13 4.72 0.28
N -1.61 4.74 -1.32
H -3.54 4.17 1.02
H -3.08 5.72 0.16
H -1.84 5.68 -1.58
H -0.83 4.28 -1.76
C -0.42 -2.87 -1.44
O -0.06 -1.68 -1.51
N 0.41 -3.84 -1.26
N -1.66 -3.16 -1.64
H -0.13 -4.70 -1.21
H 1.37 -3.69 -1.01
H -2.25 -2.35 -1.72
H -2.17 -3.94 -1.25
```

Calculated values
HOMO ... -16.14 eV
Charge ... +2
Calculated total energy ... -24204.9242 eV

Want to see where the charge sits? The Mulliken charges in e are: 1.641 0.652 -0.626 -0.328 -0.339 0.203 0.167 0.213 0.142 0.824 -0.682 -0.404 -0.327 0.251 0.197 0.205 0.089 0.634 -0.624 -0.328 -0.435 0.190 0.212 0.219 0.254



(4)
This record from the Open Molecules 2025 dataset describes a cluster of 2 separate species, C3H12NO in total. The level of theory is wB97M-V/def2-TZVPD.

XYZ file:
```
17
C3H12NO wB97M-V/def2-TZVPD
C 2.07 -0.29 0.85
N 1.41 -0.96 -0.33
H 1.62 -0.75 1.73
H 1.98 0.78 0.90
H 3.13 -0.61 0.83
H 2.11 -1.41 -0.99
H 0.63 -1.53 -0.05
H 0.97 -0.20 -0.90
C -1.11 1.00 0.02
O -0.27 0.85 -1.24
C -2.25 0.09 0.03
H -1.34 2.11 -0.04
H -0.42 0.95 0.85
H -0.80 0.32 -1.88
H -1.96 -0.95 0.02
H -2.90 0.37 -0.76
H -2.87 0.22 0.97
```

Calculated values
HOMO ... -15.04 eV
Charge ... +1
Calculated total energy ... -6836.0172 eV

Want to see where the charge sits? The Mulliken charges in e are: -0.842 -0.274 0.371 0.292 0.359 0.410 0.332 0.372 -0.135 -0.676 -1.116 0.265 0.248 0.356 0.307 0.394 0.337



Going through the records in order, we get relative energy (zero: lowest compared OMol25 entry of this formula, charge and spin) values of 2.356; 3.153; 3.726; 1.397 eV.